#P
Here is a 2-piece molecular cluster, C2H5NO3 overall from OMol25. Energies are from ωB97M-V/def2-TZVPD.

Geometry as XYZ:
```
11
C2H5NO3 | OMol25 | ωB97M-V/def2-TZVPD
C 1.270 0.649 -0.460
C 0.184 -0.356 -0.742
O 0.356 -1.533 -0.882
O -1.071 0.161 -0.784
H 2.241 0.154 -0.502
H 1.229 1.468 -1.187
H 1.126 1.055 0.551
H -1.085 1.114 -0.634
N -1.698 -0.596 1.488
O -0.631 -0.563 2.053
H -1.920 -1.553 1.100
```

The calculation puts the frontier orbital gap at 0.341 Eh. Its multiplicity is 1. The HOMO energy comes out at -9.41 eV. The net charge is 0.

Results of the Mulliken charge analysis, in e, for atoms 1 through 4: C -1.018; C 0.723; O -0.530; O -0.471


#Q
Here is a 2-piece molecular cluster, C2H5NO3 overall from OMol25. Energies are from ωB97M-V/def2-TZVPD.

Geometry as XYZ:
```
11
C2H5NO3 | OMol25 | ωB97M-V/def2-TZVPD
N 3.015 0.764 -0.591
C 2.284 1.452 -1.523
O 1.546 2.393 -1.396
H 3.011 -0.263 -0.842
H 3.329 1.392 0.169
H 2.447 0.897 -2.520
O -3.024 -2.465 0.549
C -2.737 -1.536 1.306
O -3.643 -0.449 1.542
H -1.752 -1.326 1.794
H -4.477 -0.859 1.511
```

The calculation puts the frontier orbital gap at 0.399 Eh. Its multiplicity is 1. The HOMO energy comes out at -10.19 eV. The net charge is 0.

Results of the Mulliken charge analysis, in e, for atoms 1 through 4: N -0.407; C 0.154; O -0.497; H 0.280


#Q ends up most stable, edging out the next structure by 0.0624 hartree.


#P
Here is a 2-piece molecular cluster, C2H5NO3 overall from OMol25. Energies are from ωB97M-V/def2-TZVPD.

Geometry as XYZ:
```
11
C2H5NO3 | OMol25 | ωB97M-V/def2-TZVPD
N -1.895 -0.970 0.725
C -1.416 0.294 0.507
O -1.060 0.882 -0.513
H -1.729 -1.725 -0.043
H -2.037 -1.290 1.644
H -1.347 0.789 1.477
O 2.572 -0.214 -1.585
C 1.828 0.634 -1.098
O 1.663 0.463 0.158
H 1.111 1.293 -1.722
H 2.310 -0.156 0.449
```

The calculation puts the frontier orbital gap at 0.400 Eh. Its multiplicity is 1. The HOMO energy comes out at -10.18 eV. The net charge is 0.

Results of the Mulliken charge analysis, in e, for atoms 1 through 4: N -0.389; C 0.178; O -0.553; H 0.261


#Q
Here is a 2-piece molecular cluster, C2H5NO3 overall from OMol25. Energies are from ωB97M-V/def2-TZVPD.

Geometry as XYZ:
```
11
C2H5NO3 | OMol25 | ωB97M-V/def2-TZVPD
N -1.436 0.552 0.342
C -1.916 0.251 1.588
O -2.541 1.047 2.246
H -1.543 1.539 0.232
H -1.471 -0.152 -0.372
H -1.943 -0.809 1.864
O 2.762 0.142 -1.697
C 1.867 -0.646 -1.746
O 1.316 -1.186 -0.626
H 1.311 -0.958 -2.633
H 2.024 -1.294 0.025
```

The calculation puts the frontier orbital gap at 0.390 Eh. Its multiplicity is 1. The HOMO energy comes out at -10.03 eV. The net charge is 0.

Results of the Mulliken charge analysis, in e, for atoms 1 through 4: N -0.332; C 0.071; O -0.523; H 0.233


#Q ends up most stable, edging out the next structure by 0.0131 hartree.